Record 1
A cluster of 2 separate species, C10H19BF4N4O2 in total, computed with ωB97M-V/def2-TZVPD.

Total charge: 0
Max |F|: 6.3 eV Å⁻¹
Frontier orbital gap: 8.82 eV
HOMO energy: -10.64 eV

XYZ file:
```
40
Properties=species:S:1:pos:R:3:forces:R:3
C -4.005640 -0.140009 -0.306421 -0.9 0.9 0.2
O -4.012702 -0.259066 1.147090 1.6 0.3 -0.9
C -2.649168 -0.458313 1.574159 0.4 -1.6 0.0
C -2.303869 -2.040960 1.636833 1.5 0.6 0.0
C -0.723407 -2.142893 1.270993 -1.0 0.4 -0.5
C -0.468286 -2.024579 -0.322283 0.5 -1.0 0.8
C 1.024311 -1.519208 -0.631334 -0.5 -0.5 -0.5
C 1.114190 -0.013536 -1.141561 -0.3 -1.3 -1.7
N 0.883908 1.029361 -0.104737 1.0 1.7 4.3
N 0.169834 2.162825 -0.272999 0.2 0.5 1.4
N 0.154002 2.945714 0.809583 0.4 -1.0 -0.4
N 0.869813 2.416069 1.827474 -0.2 -3.4 -5.3
C 1.342855 1.187506 1.230537 -0.3 0.1 0.5
C 2.290318 0.193062 2.021661 0.2 1.2 -0.9
C 3.675785 0.129469 1.180487 1.8 -0.8 1.3
O 4.730154 -0.240582 1.707166 -3.2 1.0 -1.5
H -5.080467 0.116335 -0.596068 1.5 -0.6 0.3
H -3.366031 0.771349 -0.586644 -0.7 -1.4 0.2
H -3.652027 -1.090674 -0.826266 -0.4 1.2 0.7
H -2.406385 -0.012488 2.591138 -0.8 -0.3 -1.2
H -1.929003 -0.002505 0.817981 -0.9 -0.3 0.8
H -2.424080 -2.443779 2.703080 -0.2 0.5 -1.7
H -2.911965 -2.642905 0.879254 0.7 0.9 1.2
H -0.235982 -1.232117 1.759959 -0.5 -1.3 -0.4
H -0.294451 -3.118485 1.681445 -0.3 1.5 -0.6
H -0.541456 -3.095112 -0.724197 -0.1 1.6 0.4
H -1.269177 -1.408429 -0.847521 1.1 -0.6 0.7
H 1.679231 -1.769372 0.260386 -0.7 0.5 -1.2
H 1.408070 -2.170862 -1.497415 -0.4 1.3 1.2
H 0.273909 0.119832 -1.914129 1.3 0.0 1.1
H 2.079331 0.182966 -1.728858 -1.4 0.1 1.1
H -0.295767 2.406938 -1.165864 0.5 0.1 0.4
H 2.532901 0.668651 3.038004 -0.5 -0.7 -1.5
H 1.821973 -0.836190 2.159393 0.7 1.4 -0.2
H 3.651690 0.484077 0.083683 -0.1 -0.4 1.3
B 1.776202 2.773244 -3.548331 0.5 0.7 -1.0
F 2.635332 2.814183 -2.400040 -0.6 -0.3 -0.2
F 1.212372 1.462006 -3.658009 0.0 0.3 0.4
F 0.720210 3.724871 -3.387413 0.4 -0.8 0.3
F 2.523471 3.073605 -4.720217 -0.6 -0.3 1.1
```
Positions in Å, forces in eV/Å.

---

Record 2
An isolated molecule of CH2N4, computed with ωB97M-V/def2-TZVPD.

Energy relative to the best compared isomer or geometry (same formula, charge and spin): 320.2 kJ/mol
Total charge: 0
Max |F|: 5.7 eV Å⁻¹
SMILES string: c1nn[nH]n1
Frontier orbital gap: 10.60 eV
HOMO energy: -10.54 eV

XYZ file:
```
7
Properties=species:S:1:pos:R:3:forces:R:3
C 0.989829 -0.366284 -0.078557 -1.9 -5.4 -0.2
H 1.776030 -1.035692 0.141536 1.1 -0.1 -0.4
H -2.156345 -0.001615 0.415749 4.6 0.5 -2.8
N 0.931558 0.884563 -0.094080 1.7 5.4 0.4
N -0.249589 1.291438 -0.082153 -3.4 0.7 -0.3
N -1.052223 0.097996 -0.168312 -2.3 2.6 2.7
N -0.239258 -0.870406 -0.134184 0.2 -3.7 0.7
```
Positions in Å, forces in eV/Å.

---

Record 3
An isolated molecule of C4H10N2O, computed with ωB97M-V/def2-TZVPD.

Energy relative to the best compared isomer or geometry (same formula, charge and spin): 221.8 kJ/mol
Total charge: 0
Max |F|: 1.4 eV Å⁻¹
SMILES string: CNCCNC=O
Frontier orbital gap: 9.58 eV
HOMO energy: -8.61 eV

XYZ file:
```
17
Properties=species:S:1:pos:R:3:forces:R:3
C 2.609687 -0.213032 -0.504003 -0.2 0.7 0.2
N 1.230977 -0.052064 -0.231952 0.4 -1.0 0.8
C 0.271758 -0.806403 -1.015823 -0.5 1.2 -0.4
C -1.143824 -0.651561 -0.421456 0.3 -0.1 0.9
N -1.401774 0.663684 0.121897 0.2 1.2 -0.2
C -1.124329 0.967002 1.518857 -0.1 -0.7 0.0
O 3.132733 0.037753 -1.551072 0.1 -0.4 -0.3
H 3.205175 -0.549551 0.362040 0.0 0.0 0.0
H 0.963507 0.870921 0.069918 -0.2 0.1 -0.3
H 0.220861 -0.409168 -2.035393 0.1 -0.3 -0.2
H 0.558524 -1.856657 -1.030950 0.0 0.0 -0.1
H -1.261202 -1.371969 0.400863 -0.2 -0.3 -0.3
H -1.851867 -0.816945 -1.230921 -0.1 -0.3 0.2
H -2.287432 1.070556 -0.127626 0.0 -0.3 -0.3
H -1.828605 0.507479 2.227525 -0.1 0.0 -0.1
H -0.152634 0.565217 1.785023 0.2 0.2 0.1
H -1.141555 2.044738 1.663073 0.1 0.0 0.1
```
Positions in Å, forces in eV/Å.